No. 1
C23H19BrN5O2Os as an isolated structure in a non-equilibrium geometry, computed with ωB97M-V with the def2-TZVPD basis set.

```
51
Properties=species:S:1:pos:R:3:lowdin_charge:R:1
Os 0.037 -0.318 -0.211 1.7120
C 1.302 2.162 0.880 -0.0462
N 0.037 1.736 0.206 -0.1769
C -1.232 2.149 0.889 -0.0441
C -2.282 1.148 0.525 -0.2500
N -1.942 -0.068 0.054 -0.0336
C -3.147 -0.787 -0.061 -0.1717
C -3.404 -2.070 -0.536 0.0352
C -4.727 -2.469 -0.552 -0.0055
C -5.766 -1.623 -0.124 0.0019
C -5.520 -0.340 0.328 0.0515
C -4.185 0.043 0.343 -0.1422
N -3.587 1.258 0.707 0.2486
C 2.346 1.154 0.530 -0.2486
N 1.998 -0.067 0.060 -0.0411
C 3.200 -0.798 -0.039 -0.1743
C 3.448 -2.090 -0.491 0.0321
C 4.770 -2.497 -0.494 -0.0071
C 5.811 -1.652 -0.074 0.0002
C 5.571 -0.360 0.360 0.0489
C 4.240 0.031 0.362 -0.1425
N 3.648 1.255 0.716 0.2497
H 1.133 2.147 1.961 0.1560
H 1.592 3.177 0.594 0.1625
H 0.033 2.159 -0.732 0.1607
H -1.519 3.168 0.617 0.1617
H -1.060 2.117 1.968 0.1555
H -2.619 -2.715 -0.900 0.1142
H -4.981 -3.454 -0.915 0.1312
H -6.784 -1.983 -0.162 0.1355
H -6.317 0.319 0.636 0.1388
H -4.071 2.073 1.062 0.2082
H 2.659 -2.735 -0.845 0.1142
H 5.018 -3.490 -0.839 0.1310
H 6.827 -2.019 -0.101 0.1347
H 6.371 0.298 0.666 0.1383
H 4.137 2.070 1.067 0.2091
Br -0.106 -4.648 2.721 1.0406
C -0.096 -5.230 1.029 -0.6451
C -0.139 -6.659 0.857 -0.0760
C -0.128 -7.220 -0.400 -0.0223
C -0.077 -6.373 -1.504 -0.0087
C -0.039 -4.958 -1.346 -0.0046
C -0.048 -4.376 -0.106 -0.1886
C -0.008 -2.885 0.010 -0.6136
O -0.014 -2.277 1.099 0.0020
O 0.030 -2.208 -1.068 -0.1249
H -0.179 -7.268 1.750 0.1116
H -0.159 -8.292 -0.529 0.1329
H -0.067 -6.783 -2.505 0.1220
H -0.004 -4.335 -2.231 0.1273
```

Computed properties:
gap between HOMO and LUMO (alpha / beta): 0.1432 / 0.1178 Ha
total charge: +3
2S+1: 1
largest force on an atom: 0.0854 Eh/bohr
HOMO energy (alpha / beta): -16.3 / -16.2 eV

***

No. 2
C2H7N3S as an isolated structure in a non-equilibrium geometry, computed with ωB97M-V with the def2-TZVPD basis set.

```
13
Properties=species:S:1:pos:R:3:lowdin_charge:R:1
C -1.589 0.530 0.267 -0.1098
C 0.356 -0.554 0.067 -0.6122
H -1.120 0.755 1.403 0.1521
H -1.790 1.367 -0.413 0.0680
H -2.639 -0.044 0.411 0.1238
H -1.353 -1.423 0.076 0.0612
H 0.792 -2.110 1.134 0.0206
H 2.011 0.569 0.568 0.1089
H 2.711 0.739 -2.368 0.0080
N -0.917 -0.659 -0.150 -0.0203
N 1.197 -1.319 0.687 0.0982
N 1.130 0.722 -0.033 -0.4303
S 1.212 1.428 -1.649 0.5318
```

Computed properties:
gap between HOMO and LUMO: 0.3305 Ha
2S+1: 1
largest force on an atom: 0.1584 Eh/bohr
HOMO energy: -8.8 eV

***

No. 3
One molecule with the formula C12H16N2O4 in a non-equilibrium geometry, computed with ωB97M-V with the def2-TZVPD basis set.

```
34
Properties=species:S:1:pos:R:3:lowdin_charge:R:1
C -4.380 1.645 0.583 -0.0508
C -3.869 0.233 0.833 -0.2605
N -2.443 0.038 0.990 0.0911
C -1.645 0.211 -0.069 -0.4430
O -2.104 0.379 -1.213 0.0547
C -0.107 0.211 0.155 -0.2696
N 0.262 -0.847 1.173 0.0168
C 0.654 0.003 -1.141 -0.1073
C 2.190 -0.058 -0.832 -0.2043
C 3.012 1.062 -0.738 -0.0926
C 4.279 1.039 -0.367 -0.0547
C 4.973 -0.162 0.098 -0.2658
O 6.354 -0.150 0.235 0.0072
C 4.092 -1.287 0.108 -0.0135
C 2.743 -1.210 -0.286 -0.0917
C -4.344 -0.745 -0.335 -0.4628
O -5.107 -0.428 -1.217 0.1074
O -3.570 -1.856 -0.378 0.1177
H -4.022 2.245 -0.249 0.0857
H -4.268 2.140 1.569 0.0905
H -5.426 1.446 0.360 0.0780
H -4.582 -0.070 1.709 0.1823
H -1.889 -0.479 1.729 0.1624
H 0.077 1.243 0.657 0.1800
H 1.315 -0.819 1.367 0.0878
H 0.188 -1.844 0.910 0.0865
H 0.325 -0.935 -1.561 0.1097
H 0.265 0.673 -1.971 0.1381
H 2.679 2.060 -1.078 0.1299
H 4.859 1.980 -0.452 0.1174
H 6.671 0.831 0.244 0.1535
H 4.610 -2.149 0.612 0.1260
H 2.160 -2.111 -0.350 0.1059
H -3.954 -2.290 -1.095 0.0881
```

Computed properties:
gap between HOMO and LUMO: 0.3426 Ha
2S+1: 1
SMILES string: C[C@H](NC(=O)[C@@H](N)Cc1ccc(O)cc1)C(=O)O
largest force on an atom: 0.0990 Eh/bohr
HOMO energy: -8.7 eV

***

Number 3 is which compound?
C12H16N2O4

***

Please write out number 2 again, unchanged.
C2H7N3S as an isolated structure in a non-equilibrium geometry, computed with ωB97M-V with the def2-TZVPD basis set.

```
13
Properties=species:S:1:pos:R:3:lowdin_charge:R:1
C -1.589 0.530 0.267 -0.1098
C 0.356 -0.554 0.067 -0.6122
H -1.120 0.755 1.403 0.1521
H -1.790 1.367 -0.413 0.0680
H -2.639 -0.044 0.411 0.1238
H -1.353 -1.423 0.076 0.0612
H 0.792 -2.110 1.134 0.0206
H 2.011 0.569 0.568 0.1089
H 2.711 0.739 -2.368 0.0080
N -0.917 -0.659 -0.150 -0.0203
N 1.197 -1.319 0.687 0.0982
N 1.130 0.722 -0.033 -0.4303
S 1.212 1.428 -1.649 0.5318
```

Computed properties:
gap between HOMO and LUMO: 0.3305 Ha
2S+1: 1
largest force on an atom: 0.1584 Eh/bohr
HOMO energy: -8.8 eV